Entry 1:
A molecular structure, C31H54AsGeMoNOS3Si3. Source: OMol25; level of theory: ωB97M-V with the def2-TZVPD basis set.

Charge   -2
2S+1   3
Energy above the lowest of the compared OMol25 structures with the same formula, charge and spin   7.20 kcal/mol
Gap between HOMO and LUMO (alpha / beta)   5.3 / 5.4 eV
Total energy   -211914.5348 eV

XYZ file:
```
96
Properties=species:S:1:pos:R:3:forces:R:3:mulliken_charge:R:1
Mo -0.219185 0.496420 0.111896 0.15 0.36 -0.12 0.75
C 2.346777 2.379720 -1.342136 0.08 0.02 -0.01 -1.30
O 0.960520 2.115573 -1.263496 -0.16 -0.12 0.02 0.32
Si 0.086462 1.734060 -2.685269 -0.09 -0.03 0.03 0.55
C 1.135039 0.619534 -3.775938 -0.01 0.02 0.04 -1.28
C 0.043199 3.347979 -3.696043 0.07 -0.01 0.05 -1.37
C -1.470586 1.091348 -1.992556 -0.09 -0.04 -0.09 0.24
Si -2.154973 -0.288892 -3.031712 0.05 0.03 0.06 0.00
C -1.158258 -1.882103 -3.031834 0.01 0.02 0.01 -0.63
C -3.925412 -0.792766 -2.565655 0.04 0.04 0.01 -1.18
C -2.336476 0.178302 -4.879635 0.01 0.01 0.05 -1.31
Si -2.702626 2.461075 -1.753797 -0.01 -0.12 -0.05 0.16
C -3.750236 2.896693 -3.288350 0.05 -0.01 0.02 -1.28
C -1.921105 4.114243 -1.285778 -0.03 -0.01 -0.04 -0.80
C -4.043084 2.143731 -0.463370 0.02 -0.01 -0.04 -0.71
H 2.614070 3.104860 -0.570606 0.02 -0.02 0.01 0.34
H 2.601100 2.810357 -2.316640 0.02 0.02 0.01 0.38
H 2.915993 1.459532 -1.197358 0.00 0.03 -0.03 0.28
H 2.014823 1.179597 -4.106218 0.04 -0.01 0.01 0.44
H 0.576337 0.346892 -4.672620 -0.03 0.04 -0.06 0.30
H 1.465483 -0.288800 -3.277397 -0.02 -0.02 0.00 0.30
H 0.803402 3.323821 -4.480227 0.03 0.00 -0.02 0.51
H 0.222990 4.223086 -3.070990 0.02 0.02 0.01 0.27
H -0.923700 3.485861 -4.181049 -0.04 -0.01 -0.03 0.23
H -0.723002 -2.095503 -2.056627 -0.02 0.00 0.00 -0.29
H -0.322084 -1.836102 -3.730123 0.04 0.02 -0.04 0.38
H -1.790572 -2.726049 -3.323692 -0.04 -0.01 -0.03 0.38
H -3.987179 -1.267785 -1.587629 0.01 -0.01 0.03 0.25
H -4.271432 -1.520101 -3.305062 0.00 -0.03 -0.03 0.47
H -4.621313 0.046845 -2.575216 -0.03 0.02 -0.01 0.32
H -1.414927 -0.011095 -5.432209 0.04 -0.01 0.00 0.36
H -2.593904 1.228626 -5.016734 -0.02 0.02 -0.02 0.31
H -3.122989 -0.419757 -5.348845 -0.03 -0.04 -0.01 0.40
H -3.142966 3.274373 -4.113244 0.02 0.01 -0.02 0.30
H -4.451578 3.687922 -3.007557 -0.02 0.04 0.02 0.36
H -4.332088 2.054535 -3.665071 -0.03 -0.03 0.00 0.32
H -1.735324 4.717604 -2.175597 -0.01 0.01 0.00 0.43
H -0.978414 3.991361 -0.755917 0.09 -0.01 0.06 -0.05
H -2.598496 4.676726 -0.642296 -0.05 0.04 0.06 0.34
H -4.707043 1.327960 -0.750226 -0.03 -0.03 0.00 0.42
H -4.647598 3.049435 -0.357807 -0.01 0.03 0.00 0.47
H -3.615357 1.906576 0.506597 0.05 -0.04 0.11 -0.40
S 2.654581 -3.537574 -1.190958 -0.02 -0.05 -0.05 -0.45
C 1.728028 -2.543902 -0.200107 0.25 0.18 0.12 -0.11
S 1.490774 -0.897161 -0.789804 -0.13 -0.16 -0.14 -0.33
S 1.125607 -2.995290 1.319664 0.02 -0.01 0.07 -0.34
C 2.991788 -0.797514 3.825583 -0.03 0.01 -0.04 -1.27
Ge 2.681353 0.738478 2.646782 0.03 -0.03 -0.05 0.73
C 4.096316 0.706820 1.289911 -0.03 -0.02 0.01 -1.29
C 3.057814 2.324479 3.784704 -0.01 -0.02 -0.02 -1.40
C 0.810661 0.721730 2.123746 0.09 0.08 0.19 2.21
H 4.049533 -0.852375 4.091265 0.02 -0.01 0.02 0.42
H 2.699574 -1.715107 3.316132 0.00 -0.04 -0.03 0.21
H 2.408669 -0.699986 4.743387 -0.03 0.01 0.02 0.36
H 5.052412 0.556405 1.796532 0.02 -0.01 0.01 0.50
H 4.151278 1.638107 0.726920 -0.01 0.04 0.01 0.34
H 3.921133 -0.112662 0.593634 0.01 -0.02 -0.03 0.30
H 3.887886 2.095437 4.456350 0.03 0.00 0.02 0.46
H 2.182201 2.573626 4.385845 -0.02 0.00 0.03 0.38
H 3.323833 3.207040 3.202323 0.01 0.02 -0.02 0.34
H 0.334800 0.031658 2.818626 -0.05 -0.02 -0.09 -0.62
N -2.672970 6.624474 2.134771 0.06 -0.08 0.00 -0.74
C -2.092641 5.626711 2.086925 -0.09 0.13 0.00 0.06
C -1.372388 4.397392 2.037331 -0.01 0.03 -0.02 0.30
C 0.002067 4.383027 1.695493 -0.05 -0.01 -0.03 -1.30
C 0.689577 3.208049 1.663970 0.06 -0.02 -0.05 -0.57
C 0.088523 1.954456 2.010905 0.11 0.15 0.24 -1.20
C -1.302243 1.998527 2.311220 -0.12 -0.14 -0.19 0.56
C -2.007422 3.197081 2.317326 0.02 -0.01 0.00 -0.96
H 0.497340 5.314220 1.448470 -0.01 0.00 0.00 0.41
H 1.741417 3.215389 1.404692 -0.01 -0.01 0.03 0.33
H -1.783471 1.100089 2.677027 0.03 0.06 0.04 0.50
H -3.057413 3.201880 2.585409 0.00 0.01 -0.01 0.30
C -3.557963 -0.858181 1.240717 0.00 -0.07 0.01 -1.12
As -1.640432 -1.345031 1.120747 -0.27 -0.24 0.02 1.00
C -1.979067 -3.032452 0.194290 -0.01 -0.01 -0.01 -1.15
C -1.536936 -1.847418 3.058075 0.02 0.08 0.05 -1.36
C -1.890633 -3.254135 3.420486 -0.13 0.06 0.00 0.09
C -3.227770 -3.629874 3.568628 0.02 0.00 0.00 0.04
C -3.579094 -4.929533 3.899331 0.00 -0.01 -0.01 -0.81
C -2.593288 -5.886363 4.094201 -0.02 -0.05 0.02 -0.35
C -1.260631 -5.523476 3.963700 0.02 -0.02 -0.01 -0.85
C -0.911722 -4.222777 3.634641 -0.04 0.01 -0.05 -0.05
H -4.142604 -1.735057 1.526180 -0.02 0.01 -0.01 0.47
H -3.909700 -0.493411 0.281318 0.01 0.01 -0.01 -0.32
H -3.701922 -0.068694 1.979230 0.00 0.01 0.01 0.47
H -2.431793 -3.756233 0.873834 0.00 0.02 -0.01 0.41
H -1.049408 -3.432153 -0.200176 -0.03 0.00 0.03 0.36
H -2.670984 -2.814712 -0.620243 -0.01 -0.01 0.00 0.28
H -2.245423 -1.171900 3.547383 0.09 0.06 -0.02 0.59
H -0.531275 -1.602813 3.391225 0.02 -0.10 -0.04 0.41
H -4.003020 -2.888206 3.420182 -0.02 0.03 0.01 0.32
H -4.624901 -5.194784 4.001049 -0.01 0.00 0.00 0.37
H -2.861738 -6.905241 4.346826 0.00 0.00 0.00 0.36
H -0.480200 -6.260784 4.105240 0.01 -0.01 0.01 0.38
H 0.128419 -3.958358 3.515708 0.07 0.01 0.00 0.38
```
Forces are in eV/Å.

Entry 2:
A molecular structure, C9H9N2O3P in a non-equilibrium geometry. Source: OMol25; level of theory: ωB97M-V with the def2-TZVPD basis set.

Charge   0
Energy above the lowest of the compared OMol25 structures with the same formula, charge and spin   35.92 kcal/mol
Gap between HOMO and LUMO   8.1 eV
Total energy   -27882.2029 eV

XYZ file:
```
24
Properties=species:S:1:pos:R:3:forces:R:3:mulliken_charge:R:1
C 1.049818 0.402348 0.549551 0.62 -1.03 -1.28 -0.62
C -1.419162 -0.808653 -0.898253 -0.36 0.57 2.26 -0.58
C -0.257812 0.964299 0.620979 0.12 -0.57 0.31 1.17
C 1.396010 -0.662343 -0.172148 -7.73 -1.04 -2.32 -0.43
C -1.327138 0.443697 -0.057333 0.89 -1.66 -0.18 0.15
C -0.094133 -1.539674 -1.072650 3.51 1.72 -0.55 0.61
C -0.815808 2.049436 1.379051 1.31 0.46 -1.47 0.25
C -1.075419 -2.155743 -0.196998 0.84 -0.84 1.49 -0.69
C -0.064202 3.085825 2.139534 -1.14 0.41 2.14 -1.16
N -2.065781 2.168421 1.099586 -0.66 0.75 0.45 -0.61
N 2.607243 -1.212436 -0.468580 1.29 -0.66 2.09 0.95
O 3.528907 -0.947603 0.302110 0.33 0.16 -0.74 -0.61
O 2.613751 -2.057491 -1.327269 1.12 -0.53 -0.99 -0.62
O -2.374489 1.159512 0.223774 -1.78 -0.23 -0.47 -0.21
P 0.432189 -2.271188 -2.742256 -1.34 -1.44 1.54 -0.04
H 1.939199 0.800148 0.894802 1.36 1.70 1.54 0.50
H -2.369362 -0.891699 -1.446650 1.02 0.17 -0.59 0.43
H -0.737358 -2.261474 0.866517 -0.83 0.52 -0.89 0.24
H -1.504293 -3.101467 -0.567338 -0.23 0.77 0.05 0.29
H -0.334496 4.167005 1.943280 0.32 -1.45 -0.21 0.31
H 0.999045 2.904863 2.130066 0.30 0.15 -0.36 0.30
H -0.358793 2.907152 3.209780 0.34 0.40 -0.67 0.31
H 1.085070 -1.167587 -3.135194 0.54 1.52 -0.82 0.04
H -0.852985 -1.975348 -3.274360 0.16 0.19 -0.33 0.03
```
Forces are in eV/Å.

Entry 3:
A single H3O2PS molecule in a non-equilibrium geometry. Source: OMol25; level of theory: ωB97M-V with the def2-TZVPD basis set.

Charge   0
Energy above the lowest of the compared OMol25 structures with the same formula, charge and spin   63.62 kcal/mol
Gap between HOMO and LUMO   9.0 eV
Structure (SMILES)   OPOS
Total energy   -24266.6195 eV

XYZ file:
```
7
Properties=species:S:1:pos:R:3:forces:R:3:mulliken_charge:R:1
O 0.290117 0.677194 0.971704 -2.45 0.44 1.75 -0.42
O 0.398852 -0.729393 -1.179596 1.46 0.97 1.06 -0.30
P 1.066929 0.721371 -0.399441 -2.82 0.58 -3.72 0.30
S -1.004518 -0.819008 -1.958250 -0.26 0.07 -1.48 -0.01
H -0.626638 1.070114 0.941726 1.62 -0.35 0.09 0.35
H 1.972083 -0.123653 -0.071541 3.19 -1.93 1.41 0.02
H -1.819691 -0.418550 -1.017781 -0.74 0.21 0.88 0.06
```
Forces are in eV/Å.

Entry 4:
A single C5H4F3NO3S molecule in a non-equilibrium geometry. Source: OMol25; level of theory: ωB97M-V with the def2-TZVPD basis set.

Charge   0
Energy above the lowest of the compared OMol25 structures with the same formula, charge and spin   0.00 kcal/mol
Gap between HOMO and LUMO   9.9 eV
Structure (SMILES)   C[S@@](=O)(=CC#N)OC(=O)C(F)(F)F
Total energy   -31866.4478 eV

XYZ file:
```
17
Properties=species:S:1:pos:R:3:forces:R:3:mulliken_charge:R:1
C -1.599926 2.020951 -0.519763 0.33 -1.26 -0.63 0.42
C 1.314954 -0.103337 0.523392 -1.63 0.35 0.69 0.55
C -1.766055 -0.869097 0.880642 3.55 -0.60 -0.14 -1.03
C -1.471746 0.972661 -1.398227 -0.84 -2.57 0.70 -0.71
C 2.808464 -0.147931 0.233243 1.10 1.67 -1.16 0.81
N -1.554086 2.905471 0.181818 -0.27 2.41 1.99 -0.42
O 0.840061 0.099001 1.614744 0.90 -0.08 -0.75 -0.52
O -1.198553 -1.739037 -1.663179 0.33 2.57 1.23 -0.61
O 0.655420 -0.360468 -0.585075 -0.56 -0.95 -0.63 -0.36
F 3.415007 1.028205 0.021792 -0.78 1.51 0.36 -0.27
F 3.132148 -0.790416 -0.871344 -0.41 -1.67 -0.41 -0.23
F 3.374436 -0.630973 1.277025 1.12 -1.73 1.84 -0.23
S -1.108214 -0.521386 -0.838074 0.00 -0.90 0.49 0.97
H -1.342842 -0.202417 1.663327 -0.40 -0.31 -0.92 0.40
H -2.779044 -0.885017 0.781818 -2.92 0.46 -0.36 0.42
H -1.482244 -1.935598 1.085734 0.21 1.02 -0.38 0.38
H -1.237777 1.159395 -2.387870 0.29 0.07 -1.93 0.43
```
Forces are in eV/Å.